No. 1
Below is a cluster of 4 separate species, C2H14NO3 in total, with properties calculated with ωB97M-V with the def2-TZVPD basis set.

Structure (XYZ):
```
20
Properties=species:S:1:pos:R:3:mulliken_charge:R:1
C -2.510 0.792 1.808 -1.08
C -2.107 -0.273 0.834 -0.41
N -0.674 -0.072 0.401 -0.35
H -3.595 0.893 1.920 0.34
H -2.042 0.634 2.788 0.34
H -2.229 1.766 1.402 0.34
H -2.163 -1.317 1.171 0.34
H -2.712 -0.376 -0.069 0.39
H -0.152 -0.160 1.281 0.37
H -0.489 0.866 0.035 0.35
H -0.252 -0.857 -0.116 0.38
H 2.940 4.186 -3.790 0.33
H 3.781 2.969 -3.516 0.32
O 3.356 3.706 -3.066 -0.65
H 1.708 -1.610 -1.704 0.34
H 1.965 -0.218 -1.126 0.30
O 1.594 -1.082 -0.901 -0.69
H 0.996 -3.974 1.232 0.33
H 1.560 -2.866 0.316 0.32
O 1.022 -3.008 1.101 -0.62
```

Values from the calculation:
Gap between HOMO and LUMO   10.6 eV
Molecular weight   100.14 g/mol
Total energy   -9927.4550 eV
Highest occupied orbital energy   -13.943 eV
Net charge   +1

***

No. 2
Below is a cluster of 4 separate species, C2H14NO3 in total, with properties calculated with ωB97M-V with the def2-TZVPD basis set.

Structure (XYZ):
```
20
Properties=species:S:1:pos:R:3:mulliken_charge:R:1
C 0.451 -0.590 1.390 -0.92
N 0.722 -1.162 0.029 -0.15
C 1.003 -2.623 0.066 -0.87
H -0.376 0.101 1.360 0.31
H 0.084 -1.405 2.010 0.42
H 1.380 -0.259 1.812 0.39
H 1.522 -0.655 -0.353 0.42
H -0.058 -0.963 -0.591 0.30
H 1.821 -2.780 0.764 0.40
H 1.274 -3.012 -0.908 0.35
H 0.113 -3.126 0.440 0.32
H 2.247 1.880 -0.707 0.29
H 0.939 2.027 -1.399 0.29
O 1.396 1.428 -0.793 -0.59
H -1.674 3.798 0.075 0.31
H -1.459 3.696 -1.447 0.32
O -1.038 3.518 -0.591 -0.62
H -2.516 -1.639 0.807 0.30
H -2.965 -0.781 -0.306 0.30
O -2.146 -1.137 0.066 -0.58
```

Values from the calculation:
Gap between HOMO and LUMO   11.7 eV
Molecular weight   100.14 g/mol
Total energy   -9927.7436 eV
Highest occupied orbital energy   -14.556 eV
Net charge   +1

***

No. 3
Below is a cluster of 5 separate species, C2H14NO5 in total, with properties calculated with ωB97M-V with the def2-TZVPD basis set.

Structure (XYZ):
```
22
Properties=species:S:1:pos:R:3:mulliken_charge:R:1
C 1.464 -0.304 0.606 -0.26
O 1.839 -1.152 -0.449 -0.65
C 0.958 1.044 0.144 -0.41
N 0.858 1.999 1.304 -0.62
H 0.702 -0.804 1.219 0.08
H 2.321 -0.161 1.270 0.31
H 1.641 1.477 -0.585 0.32
H -0.007 0.954 -0.332 0.28
H 1.754 2.435 1.222 0.27
H 0.160 2.667 1.009 0.23
H -2.401 -2.565 0.352 0.25
H -1.360 -1.608 -0.478 0.48
O -1.943 -1.720 0.330 -0.70
H -0.609 1.207 2.844 0.33
H -1.015 -0.234 2.308 0.31
O -0.945 0.342 3.073 -0.70
H -1.717 0.961 -2.918 0.26
H -0.728 -0.219 -2.712 0.45
O -0.971 0.534 -3.308 -0.72
H -0.647 -2.192 -2.140 0.16
H 1.032 -1.276 -1.080 0.44
O -0.385 -1.386 -1.680 -1.12
```

Values from the calculation:
Gap between HOMO and LUMO   9.0 eV
Molecular weight   132.14 g/mol
Total energy   -14030.1704 eV
Highest occupied orbital energy   -5.289 eV
Net charge   -1

***

No. 4
Below is a cluster of 5 separate species, C2H14O4S in total, with properties calculated with ωB97M-V with the def2-TZVPD basis set.

Structure (XYZ):
```
21
Properties=species:S:1:pos:R:3:mulliken_charge:R:1
C 0.420 -0.615 -2.463 -0.72
S -0.469 -2.119 -2.087 -0.12
C 0.548 -2.634 -0.630 -0.73
H -0.132 0.096 -3.072 0.34
H 1.396 -0.788 -2.864 0.31
H 0.446 -0.036 -1.542 0.14
H 0.218 -3.608 -0.323 0.30
H 1.540 -2.764 -1.013 0.31
H 0.453 -1.866 0.159 0.19
O -2.366 -1.251 1.144 -0.60
H -3.316 -1.154 1.260 0.29
H -2.142 -1.091 0.223 0.31
O 1.770 3.418 2.908 -0.63
H 1.217 2.652 3.100 0.36
H 2.671 3.203 2.673 0.30
O 0.188 3.043 -0.158 -0.61
H 0.125 3.037 -1.143 0.30
H 1.103 3.345 -0.062 0.31
O 0.234 1.074 2.362 -0.72
H -0.479 0.559 2.764 0.33
H -0.219 1.674 1.739 0.33
```

Values from the calculation:
Gap between HOMO and LUMO   9.2 eV
SMILES   CSC.O.O.O.O
Molecular weight   134.20 g/mol
Total energy   -21326.1805 eV
Highest occupied orbital energy   -8.776 eV
Net charge   0

***

No. 5
Below is a cluster of 5 separate species, C2H14O4S2 in total, with properties calculated with ωB97M-V with the def2-TZVPD basis set.

Structure (XYZ):
```
22
Properties=species:S:1:pos:R:3:mulliken_charge:R:1
C -0.985 -0.833 1.345 -0.73
C 0.187 -0.461 2.237 -0.49
S 0.716 1.270 2.114 -0.08
S 2.349 1.483 0.912 -0.23
H -0.873 -0.550 0.302 0.17
H -1.877 -0.350 1.750 0.22
H -1.178 -1.900 1.434 0.33
H 1.049 -1.112 2.151 0.36
H -0.088 -0.561 3.281 0.30
H 1.774 1.964 -0.209 0.16
O -0.888 1.386 -2.197 -0.63
H -0.154 0.790 -2.365 0.32
H -1.664 0.839 -2.288 0.30
O 0.691 -1.207 -3.516 -0.64
H 1.247 -1.055 -4.281 0.30
H 1.275 -1.383 -2.770 0.39
O 2.791 -1.590 -1.596 -0.66
H 3.308 -0.805 -1.406 0.31
H 2.719 -2.111 -0.802 0.31
O -3.481 2.172 2.337 -0.63
H -2.697 1.981 1.818 0.31
H -4.221 2.034 1.749 0.32
```

Values from the calculation:
Gap between HOMO and LUMO   9.3 eV
SMILES   CCSS.O.O.O.O
Molecular weight   166.26 g/mol
Total energy   -32161.6951 eV
Highest occupied orbital energy   -9.177 eV
Net charge   0

***

No. 6
Below is a structure of composition C2H14O6Pd, with properties calculated with ωB97M-V with the def2-TZVPD basis set.

Structure (XYZ):
```
23
Properties=species:S:1:pos:R:3:mulliken_charge:R:1
Pd -19.402 -28.938 -7.318 0.81
C -21.306 -28.839 -4.505 -0.61
O -20.056 -29.013 -5.177 -0.23
H -21.735 -29.833 -4.377 0.32
H -21.187 -28.380 -3.523 0.29
H -22.127 -28.411 -5.079 0.26
C -15.981 -29.874 -6.910 -0.68
O -17.170 -29.092 -7.023 -0.42
H -16.079 -30.770 -6.297 0.26
H -15.756 -30.248 -7.909 0.26
H -15.183 -29.292 -6.450 0.25
O -21.636 -28.364 -7.991 -0.42
H -22.372 -28.908 -7.710 0.28
H -22.033 -27.690 -8.543 0.27
O -19.850 -31.203 -7.287 -0.46
H -19.420 -31.781 -6.657 0.29
H -20.480 -31.766 -7.738 0.26
O -19.456 -26.570 -7.249 -0.43
H -18.826 -25.867 -7.088 0.27
H -20.311 -26.149 -7.162 0.28
O -18.894 -28.741 -9.444 -0.44
H -18.008 -28.408 -9.589 0.32
H -19.195 -29.008 -10.313 0.27
```

Values from the calculation:
Expectation value of S²   3.77
Gap between HOMO and LUMO (spin up / spin down)   9.3 / 5.9 eV
Multiplicity   4
Molecular weight   240.55 g/mol
Total energy   -18054.7599 eV
Highest occupied orbital energy (spin up / spin down)   -12.430 / -11.384 eV
Net charge   +1

***

No. 7
Below is a cluster of 5 separate species, C2H15N2O4 in total, with properties calculated with ωB97M-V with the def2-TZVPD basis set.

Structure (XYZ):
```
23
Properties=species:S:1:pos:R:3:mulliken_charge:R:1
C 2.220 -0.832 0.971 0.12
C 1.103 -1.559 0.902 -0.53
N 0.045 -1.216 -0.038 0.05
N 3.014 -0.754 2.093 -0.42
H 2.532 -0.070 0.257 0.28
H 0.836 -2.259 1.678 0.33
H -0.653 -0.597 0.386 0.15
H 0.355 -0.494 -0.721 0.26
H -0.410 -2.001 -0.488 0.41
H 2.800 -1.424 2.818 0.22
H 4.000 -0.577 1.986 0.24
H -1.258 3.356 -2.482 0.34
H -0.305 3.859 -1.416 0.34
O -0.820 3.082 -1.668 -0.70
H -2.760 1.660 0.455 0.30
H -1.933 0.732 1.414 0.30
O -2.455 0.763 0.608 -0.64
H -3.269 -1.176 -0.042 0.30
H -2.983 -2.369 -0.838 0.31
O -2.552 -1.813 -0.168 -0.61
H 1.491 0.955 -2.355 0.30
H 0.141 1.698 -1.724 0.38
O 0.864 1.036 -1.630 -0.72
```

Values from the calculation:
Gap between HOMO and LUMO   9.7 eV
Molecular weight   131.15 g/mol
Total energy   -13481.4711 eV
Highest occupied orbital energy   -12.272 eV
Net charge   +1

***

No. 8
Below is a cluster of 6 separate species, C2H15NO5 in total, with properties calculated with ωB97M-V with the def2-TZVPD basis set.

Structure (XYZ):
```
23
Properties=species:S:1:pos:R:3:mulliken_charge:R:1
C 4.256 -0.904 1.634 -0.77
C 3.371 -1.558 2.412 0.11
N 2.212 -2.108 1.843 -0.59
H 4.086 -1.017 0.570 0.14
H 5.141 -0.309 1.780 0.28
H 3.349 -1.627 3.493 0.35
H 2.135 -2.109 0.816 0.26
H 1.383 -1.599 2.112 0.23
O -3.328 1.470 1.475 -0.68
H -3.977 1.043 2.047 0.32
H -3.237 1.241 0.547 0.34
O 0.002 2.184 0.865 -0.63
H 0.366 1.334 0.597 0.32
H -0.756 1.935 1.409 0.31
O -2.081 -0.690 -3.592 -0.69
H -2.976 -0.388 -3.813 0.34
H -2.169 -0.602 -2.631 0.32
O -0.495 1.548 -4.477 -0.65
H 0.272 1.713 -3.925 0.31
H -0.843 0.686 -4.198 0.37
O -1.679 -0.632 0.825 -0.59
H -1.824 -0.050 1.582 0.32
H -1.462 -1.490 1.224 0.28
```

Values from the calculation:
Gap between HOMO and LUMO   8.7 eV
SMILES   C=CN.O.O.O.O.O
Molecular weight   133.14 g/mol
Total energy   -14043.5978 eV
Highest occupied orbital energy   -8.757 eV
Net charge   0

***

No. 9
Below is a structure of composition C2H16B3MnO2, with properties calculated with ωB97M-V with the def2-TZVPD basis set.

Structure (XYZ):
```
24
Properties=species:S:1:pos:R:3:mulliken_charge:R:1
Mn 0.919 -0.099 -0.566 -0.04
O -4.155 0.092 0.356 -0.46
C -3.345 0.368 1.459 -0.35
C -1.800 0.438 1.216 -0.35
O -1.137 0.251 -0.053 -0.67
H -3.515 -0.392 2.220 0.21
H -3.706 1.281 1.933 0.25
H -1.186 -0.073 1.957 0.27
H -1.621 1.470 1.518 0.22
B 2.101 1.085 0.903 0.42
H 2.810 1.870 0.690 -0.27
H 1.938 1.021 1.968 -0.32
H 1.148 1.416 0.521 0.11
H 2.482 0.170 0.476 -0.09
B 0.696 -2.367 -0.159 0.33
H -0.117 -2.253 0.542 -0.32
H 1.469 -1.670 0.122 -0.08
H 0.997 -3.401 -0.235 -0.23
H 0.346 -2.016 -1.117 -0.14
B 1.135 0.563 -2.739 0.01
H 0.462 1.147 -3.347 -0.25
H 0.594 -0.289 -2.356 0.13
H 1.945 0.202 -3.353 -0.26
H 1.538 1.187 -1.956 -0.13
```

Values from the calculation:
Expectation value of S²   12.01
Gap between HOMO and LUMO (spin up / spin down)   7.0 / 5.7 eV
Multiplicity   7
Molecular weight   159.52 g/mol
Total energy   -39769.0989 eV
Highest occupied orbital energy (spin up / spin down)   -1.219 / -0.953 eV
Net charge   -2

***

No. 10
Below is a cluster of 7 separate species, C2H16BrO6 in total, with properties calculated with ωB97M-V with the def2-TZVPD basis set.

Structure (XYZ):
```
25
Properties=species:S:1:pos:R:3:mulliken_charge:R:1
Br -7.296 26.547 -16.114 -0.89
C -3.588 27.444 -20.284 -1.20
C -4.605 27.744 -19.197 0.06
O -4.421 26.805 -18.149 -0.47
H -3.660 26.400 -20.587 0.31
H -2.569 27.588 -19.907 0.27
H -3.731 28.089 -21.153 0.35
H -5.627 27.684 -19.583 0.23
H -4.472 28.756 -18.796 0.21
H -5.238 26.741 -17.628 0.27
O -8.121 28.537 -18.837 -0.64
H -7.661 27.936 -18.229 0.27
H -8.964 28.081 -18.963 0.36
O -6.237 23.357 -17.046 -0.61
H -6.704 24.193 -16.869 0.32
H -5.960 23.058 -16.175 0.29
O -5.984 29.303 -14.490 -0.64
H -5.102 29.225 -14.867 0.30
H -6.476 28.585 -14.928 0.31
O -4.826 25.205 -14.024 -0.64
H -5.356 25.518 -14.779 0.33
H -5.144 24.312 -13.866 0.27
O -10.097 26.377 -18.073 -0.65
H -10.897 26.441 -17.542 0.30
H -9.381 26.267 -17.419 0.27
```

Values from the calculation:
Gap between HOMO and LUMO   9.4 eV
Molecular weight   216.05 g/mol
Total energy   -84664.9787 eV
Highest occupied orbital energy   -6.182 eV
Net charge   -1

***

No. 11
Below is a cluster of 6 separate species, C2H16N2O4 in total, with properties calculated with ωB97M-V with the def2-TZVPD basis set.

Structure (XYZ):
```
24
Properties=species:S:1:pos:R:3:mulliken_charge:R:1
C 0.576 -0.473 1.656 -0.77
C -0.925 -0.512 1.657 -0.10
N -1.438 0.750 2.093 -0.42
N 1.222 1.586 -1.849 -0.57
H 0.952 -1.482 1.456 0.26
H 0.988 -0.185 2.625 0.39
H -1.427 -1.242 2.286 0.42
H -1.310 -0.665 0.609 0.17
H -2.442 0.749 2.300 0.29
H -1.272 1.441 1.284 0.36
H 0.930 0.207 0.886 0.06
H 0.961 2.075 -2.697 0.23
H 2.169 1.610 -1.495 0.28
H -0.350 -1.065 -1.365 0.26
O -1.034 -0.455 -1.667 -0.61
H 1.274 -1.565 -0.889 0.34
H 1.417 -0.193 -1.894 0.52
O 1.809 -1.006 -1.498 -0.60
H -1.138 0.271 -1.030 0.43
H 0.211 -3.526 -0.480 0.17
O 0.427 -2.643 -0.224 -0.64
H 0.448 1.707 -1.198 0.24
H -1.130 2.750 -0.434 0.17
O -0.918 1.868 -0.133 -0.87
```

Values from the calculation:
Gap between HOMO and LUMO   3.8 eV
Molecular weight   132.16 g/mol
Total energy   -13495.6513 eV
Highest occupied orbital energy   -9.169 eV
Net charge   0